Entry 1:
A 2-piece molecular cluster, C5H9NO overall at a distorted geometry, computed with ωB97M-V with the def2-TZVPD basis set.

Computed properties:
**SMILES**: Cc1cc[nH]c1.O
**ΔE to the lowest compared entry with this formula, charge and spin**: 45.8 kcal per mole

Cartesian coordinates (Å):
C1 -0.320 -2.301 0.282
C2 0.144 -0.870 0.531
C3 1.252 -0.696 1.339
N1 1.862 0.460 0.977
C4 1.275 0.966 -0.145
C5 0.141 0.202 -0.419
H1 -0.479 -2.827 1.224
H2 -1.276 -2.345 -0.250
H3 0.386 -2.883 -0.305
H4 1.345 -1.311 2.218
H5 2.673 0.892 1.399
H6 1.301 1.963 -0.557
H7 -0.738 0.624 -0.882
H8 -3.393 1.215 -1.376
H9 -2.565 1.463 -2.471
O1 -3.181 1.969 -1.945

=====

Entry 2:
One molecule with the formula C19H19N3O4S, computed with ωB97M-V with the def2-TZVPD basis set.

Computed properties:
**SMILES**: COc1ccccc1OCC(=O)N/N=C1/SCC(=O)N1Cc1ccccc1
**ΔE to the lowest compared entry with this formula, charge and spin**: 50.7 kcal per mole

Cartesian coordinates (Å):
C1 2.764 -0.816 -0.941
H1 2.825 -0.805 -2.028
O1 2.318 0.472 -0.585
C2 2.147 0.770 0.744
C3 2.311 -0.166 1.757
C4 2.120 0.165 3.087
C5 1.756 1.452 3.430
C6 1.588 2.395 2.434
C7 1.780 2.082 1.092
O2 1.595 3.153 0.250
C8 1.546 3.009 -1.150
C9 0.293 2.300 -1.663
O3 0.204 1.843 -2.782
N1 -0.688 2.237 -0.723
N2 -2.015 1.970 -0.992
C10 -2.483 0.924 -1.527
N3 -1.961 -0.300 -1.901
C11 -2.801 -1.173 -2.539
O4 -2.484 -2.280 -2.894
C12 -4.178 -0.585 -2.746
H2 -4.939 -1.257 -2.348
H3 -4.368 -0.433 -3.810
S1 -4.210 1.002 -1.880
C13 -0.661 -0.817 -1.488
C14 -0.739 -1.460 -0.126
C15 -0.840 -0.684 1.022
C16 -0.909 -1.282 2.268
C17 -0.878 -2.662 2.378
C18 -0.787 -3.442 1.237
C19 -0.721 -2.844 -0.009
H4 -0.660 -3.452 -0.900
H5 -0.769 -4.518 1.317
H6 -0.929 -3.128 3.350
H7 -0.980 -0.666 3.151
H8 -0.857 0.392 0.948
H9 0.070 -0.015 -1.502
H10 -0.386 -1.562 -2.239
H11 -0.605 2.884 0.056
H12 2.426 2.504 -1.556
H13 1.528 4.035 -1.537
H14 1.311 3.410 2.671
H15 1.604 1.726 4.462
H16 2.258 -0.589 3.845
H17 2.590 -1.177 1.510
H18 3.753 -1.023 -0.521
H19 2.060 -1.591 -0.625

=====

Entry 3:
CNO4S2Tl as an isolated structure at a distorted geometry, computed with ωB97M-V with the def2-TZVPD basis set.

Computed properties:
**Charge**: +2
**ΔE to the lowest compared entry with this formula, charge and spin**: 2.4 kcal per mole

Cartesian coordinates (Å):
Tl1 -0.332 -1.199 0.778
N1 1.970 1.099 0.089
S1 2.197 -0.223 -0.730
O1 1.186 -1.352 -0.369
S2 0.960 1.598 1.187
O2 -0.116 0.533 1.560
O3 -1.953 -0.949 -0.381
C1 -2.791 -0.346 -0.930
O4 -3.607 0.215 -1.506

=====

Entry 4:
A 7-piece molecular cluster, C38H55NO28S6 overall at a distorted geometry, computed with ωB97M-V with the def2-TZVPD basis set.

Computed properties:
**SMILES**: C[C@@H](CC1=CC(=O)c2c(CCCCN)ccc(CCO)c2C1=O)OCc1ccccc1.O=S1(=O)OCCO1.O=S1(=O)OCCO1.O=S1(=O)OCCO1.O=S1(=O)OCCO1.O=S1(=O)OCCO1.O=S1(=O)OCCO1

Cartesian coordinates (Å):
C1 -6.185 0.842 -0.349
C2 -5.165 1.226 -1.446
C3 -3.812 1.705 -0.892
C4 -2.943 0.630 -0.289
C5 -3.262 -0.653 -0.138
C6 -2.361 -1.652 0.512
O1 -2.871 -2.685 0.898
C7 -0.904 -1.324 0.688
C8 0.039 -2.313 1.006
C9 -0.370 -3.767 1.200
C10 0.777 -4.803 1.210
C11 1.031 -5.409 -0.201
C12 2.271 -4.823 -0.923
N1 2.953 -5.772 -1.804
C13 1.362 -1.897 1.160
C14 1.751 -0.573 1.033
C15 0.794 0.404 0.747
C16 1.315 1.836 0.680
C17 1.071 2.420 2.104
O2 1.601 3.717 2.305
C18 -0.539 0.042 0.552
C19 -1.594 1.063 0.229
O3 -1.428 2.255 0.396
O4 -5.057 0.211 -2.439
C20 -4.765 0.721 -3.737
C21 -3.568 -0.068 -4.276
C22 -2.443 0.647 -4.678
C23 -1.331 -0.069 -5.133
C24 -1.403 -1.452 -5.180
C25 -2.543 -2.160 -4.812
C26 -3.650 -1.452 -4.342
H1 -6.090 1.568 0.464
H2 -6.048 -0.182 0.004
H3 -7.207 0.902 -0.741
H4 -5.608 2.099 -1.944
H5 -4.052 2.393 -0.068
H6 -3.276 2.315 -1.627
H7 -4.216 -1.024 -0.495
H8 -0.907 -3.808 2.157
H9 -1.082 -4.065 0.428
H10 0.407 -5.645 1.816
H11 1.697 -4.470 1.693
H12 0.113 -5.374 -0.799
H13 1.248 -6.474 -0.033
H14 2.986 -4.510 -0.154
H15 1.959 -3.976 -1.545
H16 2.508 -5.831 -2.709
H17 3.040 -6.686 -1.380
H18 2.160 -2.594 1.400
H19 2.790 -0.278 1.153
H20 2.407 1.820 0.529
H21 0.822 2.421 -0.096
H22 1.563 1.736 2.823
H23 0.005 2.367 2.345
H24 2.456 3.687 1.860
H25 -5.650 0.550 -4.367
H26 -4.491 1.781 -3.733
H27 -2.450 1.731 -4.603
H28 -0.451 0.511 -5.412
H29 -0.522 -1.995 -5.519
H30 -2.523 -3.243 -4.882
H31 -4.539 -1.999 -4.043
C27 -0.509 -6.704 6.147
C28 -1.378 -7.339 5.089
O5 -0.525 -7.411 3.942
S1 0.990 -7.645 4.406
O6 1.288 -9.028 4.303
O7 1.793 -6.641 3.807
O8 0.802 -7.268 5.951
H32 -0.442 -5.630 5.994
H33 -0.860 -6.911 7.155
H34 -2.264 -6.750 4.869
H35 -1.676 -8.353 5.366
C29 5.573 5.108 -0.704
C30 6.895 4.417 -0.447
O9 6.646 3.555 0.670
S2 5.136 3.039 0.607
O10 5.113 1.752 0.011
O11 4.519 3.303 1.861
O12 4.587 4.099 -0.469
H36 5.406 5.922 0.005
H37 5.489 5.489 -1.718
H38 7.694 5.116 -0.214
H39 7.192 3.796 -1.296
C31 -1.384 -0.637 4.548
C32 -0.062 -1.288 4.888
O13 -0.335 -2.057 6.073
S3 -1.845 -2.590 6.025
O14 -1.837 -3.923 5.532
O15 -2.489 -2.241 7.238
O16 -2.369 -1.637 4.851
H40 -1.576 0.233 5.179
H41 -1.446 -0.347 3.501
H42 0.726 -0.565 5.075
H43 0.257 -1.977 4.101
C33 11.014 1.453 3.184
C34 10.772 2.521 4.230
O17 9.535 3.129 3.843
S4 8.587 2.028 3.155
O18 7.679 1.534 4.124
O19 8.146 2.537 1.902
O20 9.719 0.910 2.910
H44 11.408 1.882 2.260
H45 11.684 0.672 3.534
H46 11.567 3.262 4.262
H47 10.642 2.083 5.222
C35 -0.817 3.313 -8.233
C36 -0.307 2.536 -9.429
O21 1.100 2.400 -9.197
S5 1.372 2.294 -7.618
O22 1.496 0.925 -7.272
O23 2.345 3.261 -7.265
O24 -0.068 2.805 -7.124
H48 -0.605 4.379 -8.331
H49 -1.882 3.169 -8.068
H50 -0.490 3.049 -10.370
H51 -0.745 1.536 -9.469
C37 -9.005 5.115 -0.232
C38 -8.322 6.379 -0.708
O25 -6.944 6.194 -0.364
S6 -6.572 4.637 -0.468
O26 -5.969 4.399 -1.731
O27 -5.971 4.236 0.750
O28 -8.072 4.067 -0.518
H52 -9.176 5.137 0.846
H53 -9.947 4.933 -0.744
H54 -8.716 7.273 -0.232
H55 -8.391 6.485 -1.793

=====

Entry 5:
C41H45BCdINO4P2S as an isolated structure, computed with ωB97M-V with the def2-TZVPD basis set.

Computed properties:
**ΔE to the lowest compared entry with this formula, charge and spin**: 1.6 kcal per mole

Cartesian coordinates (Å):
Cd1 0.905 0.258 -0.223
C1 -6.938 -1.044 -0.963
S1 -7.057 0.653 -0.370
C2 -6.196 0.562 1.223
C3 -4.710 0.891 1.172
C4 -3.933 -0.116 0.341
N1 -2.481 0.113 0.308
P1 -1.692 1.127 -0.813
C5 -2.083 2.831 -0.306
C6 -2.175 3.860 -1.242
C7 -2.299 5.179 -0.825
C8 -2.321 5.485 0.528
C9 -2.209 4.467 1.467
C10 -2.083 3.149 1.051
C11 -2.605 0.864 -2.363
C12 -2.044 -0.002 -3.301
C13 -2.749 -0.318 -4.458
C14 -4.007 0.222 -4.680
C15 -4.570 1.087 -3.746
C16 -3.871 1.409 -2.594
P2 -1.413 -0.853 1.218
C17 -2.043 -0.695 2.918
C18 -3.106 -1.432 3.439
C19 -3.596 -1.151 4.707
C20 -3.025 -0.133 5.464
C21 -1.955 0.593 4.960
C22 -1.459 0.308 3.694
C23 -1.781 -2.562 0.737
C24 -2.155 -2.840 -0.577
C25 -2.187 -4.150 -1.034
C26 -1.847 -5.195 -0.185
C27 -1.471 -4.926 1.124
C28 -1.430 -3.616 1.581
H1 -7.578 -1.106 -1.844
H2 -7.318 -1.742 -0.216
H3 -5.927 -1.332 -1.251
H4 -6.374 -0.428 1.656
H5 -6.706 1.278 1.868
H6 -4.310 0.914 2.192
H7 -4.583 1.892 0.751
H8 -4.306 -0.108 -0.683
H9 -4.109 -1.126 0.721
H10 -2.153 3.635 -2.302
H11 -2.379 5.969 -1.562
H12 -2.421 6.514 0.852
H13 -2.218 4.697 2.525
H14 -1.992 2.359 1.790
H15 -1.073 -0.450 -3.122
H16 -2.303 -0.993 -5.178
H17 -4.553 -0.028 -5.582
H18 -5.555 1.507 -3.913
H19 -4.321 2.081 -1.871
H20 -3.551 -2.227 2.852
H21 -4.423 -1.724 5.108
H22 -3.409 0.085 6.453
H23 -1.497 1.373 5.557
H24 -0.607 0.859 3.302
H25 -2.388 -2.031 -1.261
H26 -2.455 -4.347 -2.065
H27 -1.861 -6.216 -0.547
H28 -1.191 -5.734 1.788
H29 -1.103 -3.418 2.596
C29 3.781 4.742 1.485
C30 3.493 3.294 1.821
C31 4.779 2.572 2.196
O1 2.968 2.633 0.638
B1 2.050 1.701 1.053
O2 1.762 1.829 2.398
C32 2.353 3.075 2.854
C33 2.808 2.907 4.287
C34 1.262 4.133 2.766
H30 4.588 4.791 0.752
H31 4.095 5.292 2.376
H32 2.905 5.231 1.060
H33 5.455 2.595 1.341
H34 4.582 1.529 2.450
H35 5.273 3.054 3.043
H36 3.467 2.047 4.395
H37 1.939 2.754 4.929
H38 3.334 3.801 4.634
H39 0.923 4.265 1.737
H40 1.609 5.096 3.148
H41 0.410 3.809 3.367
I1 4.554 -6.176 1.306
C35 3.316 -4.906 0.207
C36 3.170 -5.102 -1.161
C37 2.335 -4.266 -1.883
C38 1.657 -3.223 -1.261
C39 1.816 -3.042 0.105
C40 2.640 -3.881 0.846
C41 0.740 -2.370 -2.106
O3 0.345 -2.821 -3.167
O4 0.409 -1.198 -1.661
H42 3.700 -5.906 -1.656
H43 2.186 -4.415 -2.944
H44 1.279 -2.261 0.625
H45 2.747 -3.735 1.914

=====

| no. | LUMO (eV) | orbital gap (Ha) |
| --- | --- | --- |
| 1 | 0.9 | 0.337 |
| 2 | 0.7 | 0.337 |
| 3 | -13.0 | 0.180 |
| 4 | -0.4 | 0.297 |
| 5 | 0.3 | 0.319 |